(1)
This record from the OMol25 dataset describes a molecular structure, C19H44NO2P2PtS at a distorted geometry. The level of theory is the ωB97M-V functional and the def2-TZVPD basis.

The geometry in ORCA input format:
```
! wB97M-V def2-TZVPD RIJCOSX def2/J DEFGRID3
* xyz 3 5
Pt 0.44198 0.59434 0.03842
P -0.88445 1.40832 1.74536
P 1.30774 -0.29641 -1.90391
N -1.11050 1.24267 -1.18952
C -2.17793 2.29760 0.75198
H -3.11773 2.40862 1.30609
H -1.76477 3.29849 0.55398
C -2.39608 1.57649 -0.58000
H -3.01874 0.65520 -0.44518
H -2.97771 2.21605 -1.27502
C -1.24041 0.62825 -2.51156
H -1.87893 1.26929 -3.15093
H -1.78495 -0.34870 -2.43458
C 0.14298 0.44965 -3.14297
H 0.55901 1.44329 -3.36814
H 0.09255 -0.13330 -4.07071
C 1.21586 -2.11332 -2.26442
C 1.87668 -2.97921 -1.18680
H 1.62851 -4.02995 -1.39285
H 1.53744 -2.74639 -0.16939
H 2.97152 -2.88883 -1.22177
C 2.96016 0.37441 -2.29276
C 4.06930 -0.33247 -1.50339
H 4.98472 0.26465 -1.61520
H 4.27826 -1.33766 -1.90117
H 3.84548 -0.41047 -0.43122
C -0.03428 2.70749 2.70331
C 0.91855 2.12391 3.75411
H 1.54264 2.94861 4.12430
H 1.58475 1.35360 3.34462
H 0.37506 1.70736 4.61603
C -1.85641 0.27893 2.83970
C -0.99954 -0.74528 3.58100
H -1.69221 -1.45089 4.05861
H -0.39108 -0.28284 4.36879
H -0.36492 -1.31699 2.89745
C 1.69979 -0.16717 1.14154
C 3.28963 0.43733 -3.78971
H 3.47264 -0.56057 -4.21222
H 2.50334 0.93900 -4.37065
H 4.21363 1.02340 -3.89187
C -0.96392 3.76010 3.32165
H -0.32493 4.56916 3.70140
H -1.65599 4.19292 2.58676
H -1.53845 3.35753 4.16736
C -2.77215 0.99160 3.83405
H -3.44388 0.22885 4.25197
H -2.19878 1.41352 4.67213
H -3.39432 1.77396 3.37959
C 1.72012 -2.51566 -3.65088
H 2.81938 -2.50513 -3.70892
H 1.39630 -3.55087 -3.83632
H 1.30912 -1.89476 -4.45892
H 0.12379 -2.30700 -2.22790
H -2.49231 -0.27544 2.12708
H 2.88299 1.41197 -1.91954
H 0.57671 3.21063 1.93255
O 2.40750 -0.76198 1.84393
H 1.18727 3.35996 -0.47483
H 1.73791 2.93090 -0.16441
C -1.43861 -3.98302 -0.78488
S -1.32582 -2.29489 -0.19755
C -3.05291 -1.85432 -0.13650
O -0.91175 -2.42514 1.23632
H -1.87320 -3.98079 -1.79348
H -2.07071 -4.51062 -0.06176
H -0.43482 -4.42804 -0.80271
H -3.59526 -2.80300 0.03065
H -3.20203 -1.20337 0.73885
H -3.29284 -1.41358 -1.11510
*
```

Calculated values
- HOMO energy (alpha / beta) (eV) = -14.59 / -19.44
- electronic energy (a.u.) = -2154.55535
- lowest unoccupied orbital energy (alpha / beta) (eV) = -8.765 / -13.848
- orbital gap (alpha / beta) (eV) = 5.8 / 5.6

Löwdin population analysis, charges in e, atoms 1 to 5:
1. Pt 0.87
2. P 0.96
3. P 0.93
4. N -0.16
5. C -0.25

=====

(2)
This record from the OMol25 dataset describes a molecular structure, C20H21AlIN4OS. The level of theory is the ωB97M-V functional and the def2-TZVPD basis.

The geometry in ORCA input format:
```
! wB97M-V def2-TZVPD RIJCOSX def2/J DEFGRID3
* xyz 1 1
Al 0.70603 -0.07970 -0.38851
C 2.29715 1.61124 3.20311
C 1.48787 1.10612 2.06154
N 1.98832 0.55562 1.00653
N 3.32471 0.40338 0.89340
C 3.69704 -0.05675 -0.29176
N 5.00781 -0.23620 -0.47122
S 2.63542 -0.40767 -1.62663
C 0.01279 1.19529 2.05716
C -0.72938 1.76765 3.07340
C -2.11362 1.78052 2.96303
C -2.71776 1.22570 1.84668
C -1.91056 0.67516 0.86627
N -0.58501 0.66602 0.97376
H 3.33260 1.31163 3.08267
H 2.24781 2.70234 3.24475
H 1.91306 1.22525 4.14831
H 5.64109 -0.05165 0.28890
H 5.35746 -0.59765 -1.33998
H -0.23845 2.19262 3.93658
H -2.71426 2.21897 3.74846
H -3.79165 1.21415 1.73391
H -2.31706 0.21521 -0.02617
I 0.54895 -2.50766 1.51448
C -1.21165 -2.87766 0.41287
C -2.07011 -3.80452 0.92657
C -3.18024 -4.22455 0.16579
C -3.35005 -3.75022 -1.10049
C -2.45434 -2.80039 -1.64937
C -2.59465 -2.37872 -2.99502
C -1.70843 -1.50295 -3.54040
C -0.69744 -0.94068 -2.72836
C -0.52841 -1.26456 -1.39744
C -1.38035 -2.28586 -0.87036
H -1.89166 -4.24351 1.89830
H -3.86288 -4.95260 0.58167
H -4.16691 -4.10468 -1.71655
H -3.40456 -2.79030 -3.58438
H -1.78543 -1.21550 -4.58082
H -0.01828 -0.23287 -3.20190
C 1.89633 3.30505 -0.83138
C 1.07279 2.70995 -1.94440
O 0.21415 1.64740 -1.42772
H 2.45885 4.14653 -1.23616
H 2.61451 2.59130 -0.43120
H 1.25979 3.67718 -0.02733
H 1.70997 2.29415 -2.72470
H 0.41265 3.46335 -2.37344
H -0.41401 1.40502 -2.12245
*
```

Calculated values
- HOMO energy (eV) = -10.77
- electronic energy (a.u.) = -2007.25779
- lowest unoccupied orbital energy (eV) = -3.713
- orbital gap (eV) = 7.1

Löwdin population analysis, charges in e, atoms 1 to 5:
1. Al -0.13
2. C 0.01
3. C -0.24
4. N -0.06
5. N 0.03

=====

(3)
This record from the OMol25 dataset describes a molecular structure, C18H16MnN2O5S. The level of theory is the ωB97M-V functional and the def2-TZVPD basis.

The geometry in ORCA input format:
```
! wB97M-V def2-TZVPD RIJCOSX def2/J DEFGRID3
* xyz 2 4
Mn 0.34647 0.04723 -0.00312
C -1.07448 0.04176 -2.75309
O -0.93933 -0.51162 -1.39688
C -1.98394 -1.27916 -0.89609
C -3.11158 -1.60815 -1.60743
C -4.06034 -2.41751 -0.98693
C -3.88462 -2.88656 0.31601
C -2.75735 -2.54675 1.02618
C -1.79450 -1.72745 0.42174
N -0.62772 -1.28488 1.03376
N -0.39901 -1.71821 2.21508
C 0.72227 -1.39281 2.88326
C 1.82893 -0.61625 2.31451
O 1.76739 -0.11533 1.12905
C 3.00325 -0.42968 3.05664
C 3.09921 -0.93048 4.32367
C 2.03598 -1.65705 4.94025
C 2.16785 -2.14072 6.23574
C 1.12771 -2.85770 6.83615
C -0.04267 -3.09199 6.13623
C -0.19164 -2.61860 4.83711
C 0.84152 -1.89394 4.21887
H -1.91660 0.72921 -2.76705
H -1.20731 -0.78741 -3.44164
H -0.14879 0.56631 -2.95290
H -3.27287 -1.26282 -2.61712
H -4.95259 -2.68656 -1.53603
H -4.64035 -3.51238 0.76852
H -2.60334 -2.88729 2.03846
H 3.81273 0.11860 2.59536
H 4.00944 -0.77158 4.89017
H 3.08601 -1.95895 6.78025
H 1.24324 -3.22804 7.84548
H -0.84804 -3.64652 6.59754
H -1.10837 -2.80515 4.29833
C 1.22808 3.63534 0.49065
S 0.19082 2.55206 -0.40414
O -0.49461 1.61500 0.61384
O -0.69975 3.26182 -1.24019
O 1.05452 1.50678 -1.07924
H 0.58667 4.27564 1.09441
H 1.76838 4.23011 -0.24528
H 1.90833 3.04902 1.10289
*
```

Calculated values
- HOMO energy (alpha / beta) (eV) = -15.01 / -15.38
- energy relative to the best compared isomer or geometry (same formula, charge and spin) (kJ/mol) = 0.0
- electronic energy (a.u.) = -2729.80645
- lowest unoccupied orbital energy (alpha / beta) (eV) = -8.073 / -9.933
- orbital gap (alpha / beta) (eV) = 6.9 / 5.4

Löwdin population analysis, charges in e, atoms 1 to 5:
1. Mn 0.96
2. C 0.05
3. O -0.18
4. C -0.17
5. C 0.03

=====

(4)
This record from the OMol25 dataset describes a single C2H4IN molecule at a distorted geometry. The level of theory is the ωB97M-V functional and the def2-TZVPD basis.

The geometry in ORCA input format:
```
! wB97M-V def2-TZVPD RIJCOSX def2/J DEFGRID3
* xyz 0 1
C 0.32699 0.45268 -0.00983
C -0.50940 -0.79833 -0.03055
N -0.27361 1.54206 0.02864
I 2.49097 -0.26763 -0.03725
H -0.47047 -1.40383 -0.88967
H -1.49550 -0.44880 0.03965
H -0.25156 -1.48939 0.78060
H 0.18256 2.41324 0.11840
*
```

Calculated values
- HOMO energy (eV) = -9.68
- energy relative to the best compared isomer or geometry (same formula, charge and spin) (kJ/mol) = 21.1
- electronic energy (a.u.) = -431.02514
- lowest unoccupied orbital energy (eV) = 0.137
- orbital gap (eV) = 9.8
- structure (SMILES) = [H]/N=C(/C)I

Löwdin population analysis, charges in e, atoms 1 to 5:
1. C -0.74
2. C -0.18
3. N 0.11
4. I 0.59
5. H 0.05

=====

(5)
This record from the OMol25 dataset describes a molecular structure, H12O18S3Zn at a distorted geometry. The level of theory is the ωB97M-V functional and the def2-TZVPD basis.

The geometry in ORCA input format:
```
! wB97M-V def2-TZVPD RIJCOSX def2/J DEFGRID3
* xyz -4 1
Zn 0.31555 0.71232 0.10935
S -2.17228 -0.52586 -1.78436
O -2.90651 0.73939 -1.54866
O -2.87881 -1.66141 -1.17458
O -2.04013 -0.88185 -3.20084
O -0.81465 -0.30676 -1.18551
S 2.11368 -1.91405 0.99664
O 1.08071 -0.85014 1.00124
O 1.52775 -3.15254 1.47245
O 2.61830 -2.08365 -0.39233
O 3.25648 -1.49075 1.81822
S -2.51953 0.76310 2.06333
O -2.33289 0.78966 3.51899
O -1.20949 0.91022 1.36724
O -3.09454 -0.55228 1.78232
O -3.38912 1.81094 1.51505
O 0.01995 2.47741 -0.87298
H 0.70057 2.66015 -1.52825
H -0.81979 2.59397 -1.34223
O -0.51296 -3.07316 -0.96471
H -1.12259 -2.98770 -1.70251
H -0.24565 -2.16861 -0.77602
O 1.38749 1.81306 1.41986
H 2.24132 1.51753 1.75778
H 1.31340 2.73135 1.69197
O 0.40708 1.09637 -3.25722
H 0.84406 0.57815 -3.93717
H -0.18709 0.45849 -2.80030
O 0.38590 -0.29712 3.54959
H 0.46339 -0.56916 2.60667
H 1.09668 0.33374 3.67092
O 2.08519 0.47262 -1.03584
H 2.07146 0.52950 -1.99517
H 2.31706 -0.47291 -0.84294
*
```

Calculated values
- HOMO energy (eV) = 5.38
- energy relative to the best compared isomer or geometry (same formula, charge and spin) (kJ/mol) = 193.8
- electronic energy (a.u.) = -4335.21430
- lowest unoccupied orbital energy (eV) = 7.720
- orbital gap (eV) = 2.3

Löwdin population analysis, charges in e, atoms 1 to 5:
1. Zn 0.54
2. S 0.22
3. O -0.40
4. O -0.38
5. O -0.44

=====

(6)
This record from the OMol25 dataset describes a single CH3NSSi molecule at a distorted geometry. The level of theory is the ωB97M-V functional and the def2-TZVPD basis.

The geometry in ORCA input format:
```
! wB97M-V def2-TZVPD RIJCOSX def2/J DEFGRID3
* xyz 0 1
C -1.48907 -0.02880 -0.20288
N -2.57013 0.19518 -0.50025
Si 0.39087 -0.44195 0.17342
S 2.07775 0.76531 -0.08117
H 0.23766 -1.58788 -0.72491
H 0.14629 -0.52828 1.73786
H 1.20663 1.62643 -0.40206
*
```

Calculated values
- HOMO energy (eV) = -10.65
- energy relative to the best compared isomer or geometry (same formula, charge and spin) (kJ/mol) = 79.8
- electronic energy (a.u.) = -782.31126
- lowest unoccupied orbital energy (eV) = 0.000
- orbital gap (eV) = 10.6
- structure (SMILES) = N#C[SiH2]S

Löwdin population analysis, charges in e, atoms 1 to 5:
1. C -0.40
2. N 0.04
3. Si 0.26
4. S 0.45
5. H -0.06

=====

(7)
This record from the OMol25 dataset describes a molecular structure, C27H35FN4P2Ru at a distorted geometry. The level of theory is the ωB97M-V functional and the def2-TZVPD basis.

The geometry in ORCA input format:
```
! wB97M-V def2-TZVPD RIJCOSX def2/J DEFGRID3
* xyz 2 5
Ru 0.31886 1.17378 -0.06596
C -1.56172 1.43909 -2.72055
C -1.18962 0.16220 -2.42240
C -0.23982 -0.62929 -3.29449
C 1.11178 0.09052 -3.37161
C 1.46000 0.79356 -2.04045
C 0.90296 2.03822 -1.63798
C 0.29152 3.04346 -2.56744
C -0.73604 2.42477 -3.50642
C 0.88059 0.40727 2.29436
H -2.59411 1.76782 -2.58217
H -1.75510 -0.36974 -1.67373
H -0.65534 -0.81688 -4.30541
H -0.12508 -1.61687 -2.83554
H 1.89900 -0.66135 -3.53420
H 1.15336 0.71920 -4.28418
H 2.38689 0.34504 -1.64198
H 1.36856 2.64902 -0.77089
H 1.04724 3.56328 -3.15556
H -0.16542 3.81038 -1.93418
H -1.37382 3.22350 -3.92462
H -0.24100 1.93643 -4.36122
H -0.02109 1.07478 2.36692
H 1.63165 1.02241 2.85568
H 0.54559 -0.45395 2.91239
P 1.49616 -0.62831 0.83166
P -1.72154 -0.22287 0.84209
N 3.02412 0.39362 0.49457
N 2.57175 -1.77954 1.76297
N -3.02411 0.70626 -0.09265
N -2.80806 -1.40684 1.83246
C 0.60368 -1.90167 -0.28581
C -0.92338 -1.93105 -0.02516
C 2.72500 1.74337 0.66885
C 3.82475 2.50088 0.29945
C 4.78247 1.58933 -0.21567
C 4.27455 0.29220 -0.10700
C 3.50741 -1.25848 2.64739
C 4.20959 -2.29831 3.20954
C 3.71085 -3.50161 2.65126
C 2.72364 -3.15875 1.74413
C -2.70655 2.04677 -0.26687
C -3.84025 2.74484 -0.62546
C -4.90506 1.80908 -0.66470
C -4.40076 0.57378 -0.30221
C -3.88456 -2.21536 1.47734
C -4.37087 -2.87395 2.61501
C -3.50994 -2.51193 3.70007
C -2.56334 -1.63597 3.18865
H 1.01335 -2.91155 -0.17619
H 0.93555 -1.63773 -1.33178
H -1.48829 -2.09689 -0.95221
H -1.15964 -2.78236 0.64396
H 1.75714 2.13882 1.07427
H 3.86507 3.56769 0.46799
H 5.73294 1.88935 -0.61760
H 4.67686 -0.65346 -0.43985
H 3.58799 -0.20615 2.77872
H 5.00225 -2.19489 3.92040
H 4.02431 -4.50775 2.86954
H 2.10661 -3.77519 1.08785
H -1.67564 2.39133 -0.15540
H -3.88178 3.79740 -0.83531
H -5.92661 2.02093 -0.90390
H -4.88566 -0.39173 -0.20991
H -4.25228 -2.22069 0.46195
H -5.24526 -3.51558 2.64444
H -3.59518 -2.87429 4.71886
H -1.78836 -1.12060 3.71488
F -1.93881 0.87122 2.06098
*
```

Calculated values
- HOMO energy (alpha / beta) (eV) = -12.63 / -12.63
- energy relative to the best compared isomer or geometry (same formula, charge and spin) (kJ/mol) = 478.8
- electronic energy (a.u.) = -2145.32845
- lowest unoccupied orbital energy (alpha / beta) (eV) = -6.472 / -10.032
- orbital gap (alpha / beta) (eV) = 6.2 / 2.6

Löwdin population analysis, charges in e, atoms 1 to 5:
1. Ru 0.94
2. C -0.06
3. C -0.14
4. C -0.16
5. C -0.16

=====

(8)
This record from the OMol25 dataset describes a molecular structure, C18H23N2O3OsSSbSe4. The level of theory is the ωB97M-V functional and the def2-TZVPD basis.

The geometry in ORCA input format:
```
! wB97M-V def2-TZVPD RIJCOSX def2/J DEFGRID3
* xyz 0 1
Os -1.58545 -0.10403 -1.20174
Se -2.44347 -0.97859 -6.22441
Sb -1.37816 -2.02325 -4.39678
Se -2.95830 -1.58435 -2.29539
Se -0.15468 -0.16021 -3.01891
Se -0.26497 -4.10233 -4.37201
C -0.98011 -5.21224 -0.65389
C -0.74156 -3.90365 0.07835
O -0.03912 -2.95793 -0.70285
C 1.35954 -3.15980 -0.79972
C 2.09386 -1.99171 -0.16466
H -1.48642 -5.92499 -0.00079
H -0.03727 -5.65485 -0.97871
H -1.58557 -5.04819 -1.54483
H -0.20675 -4.08047 1.02220
H -1.69186 -3.42678 0.33144
H 1.61340 -3.25229 -1.85992
H 1.64617 -4.09931 -0.31521
H 1.88354 -1.07277 -0.71423
H 3.17180 -2.16217 -0.16607
H 1.76268 -1.85415 0.86640
N 0.66358 2.88362 -2.32761
C 0.51494 2.68733 -1.03066
S -0.94163 2.09677 -0.35339
N 1.49846 3.01283 -0.18490
C 2.75575 3.57776 -0.52224
C 3.55428 2.98639 -1.49250
C 4.78744 3.54635 -1.79271
C 5.23313 4.66935 -1.11304
C 4.43927 5.24154 -0.12904
C 3.19679 4.70582 0.16239
H -0.08529 2.61960 -2.94819
H 1.50681 3.28253 -2.71093
H 1.26315 2.92198 0.79206
H 3.23449 2.07576 -1.98599
H 5.40825 3.08427 -2.54828
H 6.19953 5.09499 -1.34479
H 4.78282 6.11545 0.40759
H 2.56293 5.16041 0.91340
O -1.56415 -0.73408 0.76104
C -2.66125 -0.14749 1.06508
O -3.23690 0.45840 0.12318
C -3.17811 -0.19143 2.44232
C -4.31635 0.53833 2.77468
C -4.79106 0.50192 4.07416
C -4.13574 -0.26307 5.03021
C -3.00449 -0.99364 4.69476
C -2.52132 -0.95996 3.39859
H -4.81257 1.12095 2.01027
H -5.67328 1.06693 4.34352
H -4.51198 -0.29255 6.04465
H -2.50190 -1.59006 5.44440
H -1.64291 -1.52294 3.11370
*
```

Calculated values
- HOMO energy (alpha / beta) (eV) = -7.46 / -7.47
- energy relative to the best compared isomer or geometry (same formula, charge and spin) (kJ/mol) = 0.0
- electronic energy (a.u.) = -11369.82723
- lowest unoccupied orbital energy (alpha / beta) (eV) = -2.091 / -1.585
- orbital gap (alpha / beta) (eV) = 5.4 / 5.9

Löwdin population analysis, charges in e, atoms 1 to 5:
1. Os 0.62
2. Se -0.12
3. Sb -0.21
4. Se 0.24
5. Se 0.09